[1]
Density functional theory data (wB97M-V/def2-TZVPD) for a structure of composition C5H10O.

Computed properties:
**LUMO energy**: 1.12 eV
**Relative energy (zero: lowest compared OMol25 entry of this formula, charge and spin)**: 154.6 kJ/mol
**Kohn-Sham gap**: 10.82 eV

CARTESIAN COORDINATES (ANGSTROEM)
C  -1.7203  0.0408  1.2729
C  -0.5872  0.8115  0.5852
C  0.5235  -0.0872  0.0324
C  1.7297  0.3835  -0.7776
O  1.8259  -0.9477  -1.3339
C  0.3955  -1.0531  -1.1478
H  -1.3298  -0.5524  2.1068
H  -2.2235  -0.6375  0.5749
H  -2.4893  0.7109  1.6784
H  -0.1711  1.5300  1.3062
H  -1.0156  1.4288  -0.2180
H  1.0389  -0.7489  0.7453
H  2.6126  0.7299  -0.2330
H  1.4810  1.0743  -1.5967
H  0.0210  -2.0637  -0.9617
H  -0.0912  -0.6192  -2.0337

***

[2]
Density functional theory data (wB97M-V/def2-TZVPD) for an isolated molecule of C11H13N3O2S3.

Computed properties:
**LUMO energy**: 0.39 eV
**Relative energy (zero: lowest compared OMol25 entry of this formula, charge and spin)**: 0.0 kJ/mol
**SMILES string**: COCCSc1nnc(NC(=O)Cc2cccs2)s1
**Kohn-Sham gap**: 8.96 eV

CARTESIAN COORDINATES (ANGSTROEM)
C  -3.0405  -3.9687  -3.4427
O  -2.6931  -2.6600  -3.0585
C  -1.3328  -2.4635  -2.7859
C  -0.8354  -3.1476  -1.5120
S  -1.8786  -2.7391  -0.0737
C  -1.3799  -1.1143  0.1950
N  -0.4721  -0.4924  -0.4738
N  -0.2584  0.7499  -0.0667
C  -0.9894  1.1186  0.9257
N  -0.9858  2.3298  1.5478
C  -0.1111  3.3979  1.4365
O  -0.3606  4.4144  2.0339
C  1.1438  3.1729  0.6243
C  2.1519  2.5311  1.5234
C  3.1224  3.1462  2.2510
C  3.8881  2.2477  3.0285
C  3.4821  0.9626  2.8878
S  2.1555  0.8181  1.8012
S  -2.1026  -0.1482  1.4799
H  -2.9752  -4.6746  -2.6077
H  -2.4027  -4.3219  -4.2621
H  -4.0729  -3.9202  -3.7831
H  -0.7112  -2.8147  -3.6254
H  -1.2082  -1.3833  -2.6808
H  -0.8801  -4.2330  -1.5894
H  0.1796  -2.8282  -1.2860
H  -1.7474  2.4952  2.1965
H  0.9320  2.5370  -0.2341
H  1.5162  4.1473  0.3056
H  3.2880  4.2083  2.2304
H  4.7025  2.5517  3.6611
H  3.8758  0.0811  3.3532

***

[3]
Density functional theory data (wB97M-V/def2-TZVPD) for a structure of composition C26H18CoF5N5OS4Se.

Computed properties:
**Total charge**: -1
**LUMO energy (alpha / beta)**: 1.83 / -0.26 eV
**Relative energy (zero: lowest compared OMol25 entry of this formula, charge and spin)**: 60.5 kJ/mol
**Kohn-Sham gap (alpha / beta)**: 6.40 / 4.46 eV
**Spin multiplicity**: 5

CARTESIAN COORDINATES (ANGSTROEM)
Co  -0.2048  0.6944  -0.9643
S  -2.0560  -0.5953  -1.4608
C  -2.7751  -0.5873  0.1349
C  -4.1160  -0.9528  0.2608
C  -4.7523  -1.0103  1.4909
C  -6.1268  -1.4052  1.5622
N  -7.2267  -1.7373  1.6132
C  -4.0290  -0.6809  2.6498
C  -2.6996  -0.3086  2.5352
C  -2.0443  -0.2570  1.3007
S  -0.3523  0.1776  1.2882
C  -4.6453  -0.7240  3.9425
N  -5.1340  -0.7487  4.9831
H  -4.6729  -1.1998  -0.6331
H  -2.1453  -0.0500  3.4271
S  -1.7631  3.2641  -0.7504
C  -0.2367  3.4593  -1.3819
N  0.6110  2.4535  -1.6179
C  1.8298  2.8743  -2.1182
C  2.9225  2.0646  -2.4276
C  4.0833  2.6497  -2.9110
C  4.1745  4.0262  -3.0918
C  3.0957  4.8435  -2.7832
C  1.9356  4.2638  -2.2981
S  0.4488  5.0280  -1.8095
H  2.8520  0.9970  -2.2752
H  4.9334  2.0218  -3.1458
H  5.0893  4.4647  -3.4681
H  3.1609  5.9162  -2.9123
C  -0.2158  -2.4206  -4.4024
N  0.4897  -1.2925  -3.8187
C  -0.0128  0.0153  -4.2126
C  1.2006  -1.4233  -2.6704
O  1.2523  -0.5575  -1.7827
N  1.8936  -2.5884  -2.4929
C  2.5063  -2.7900  -1.1889
C  2.5536  -3.2634  -3.5933
H  -1.2847  -2.1966  -4.4167
H  -0.0694  -3.3128  -3.7990
H  0.1161  -2.6179  -5.4256
H  -1.0221  0.2001  -3.8433
H  -0.0224  0.0567  -5.3035
H  0.6507  0.7950  -3.8432
H  1.8606  -2.3915  -0.4117
H  3.4737  -2.2821  -1.1167
H  2.6504  -3.8587  -1.0321
H  2.2775  -2.8112  -4.5409
H  2.2934  -4.3245  -3.6160
H  3.6387  -3.1806  -3.4797
F  6.9350  1.1645  5.1909
C  6.0384  1.1583  4.2064
C  5.9722  0.0818  3.3365
F  6.8124  -0.9459  3.4938
C  5.0428  0.0877  2.3159
F  5.0191  -0.9641  1.4989
C  4.1574  1.1534  2.1251
Se  2.8981  1.1429  0.7368
C  4.2536  2.2223  3.0217
F  3.4522  3.2741  2.9055
C  5.1771  2.2313  4.0494
F  5.2550  3.2645  4.8924

***

[4]
Density functional theory data (wB97M-V/def2-TZVPD) for a structure of composition C13H17N6PdS.

Computed properties:
**Total charge**: +1
**LUMO energy**: -3.86 eV
**Kohn-Sham gap**: 7.38 eV

CARTESIAN COORDINATES (ANGSTROEM)
Pd  0.9800  0.4477  1.8284
N  0.8564  -1.6869  5.5029
C  0.8659  -0.8059  4.4996
S  1.9700  -1.1080  3.1759
N  0.0985  0.2577  4.6153
N  0.1405  1.0119  3.4805
C  -0.4592  2.1442  3.4697
C  -0.4262  2.9284  2.2282
C  -1.1947  4.0515  2.0077
C  -1.0402  4.7265  0.8023
C  -0.1222  4.2669  -0.1247
C  0.5973  3.1153  0.1631
N  0.4401  2.4632  1.3103
H  1.4953  -2.4612  5.5061
H  0.3031  -1.4953  6.3217
H  -0.9538  2.4939  4.3683
H  -1.8965  4.3879  2.7582
H  -1.6346  5.6062  0.5941
H  0.0321  4.7789  -1.0633
H  1.3179  2.7033  -0.5298
N  1.2116  -0.3292  -0.0725
C  0.9368  -1.1297  -0.8614
N  0.6725  -2.0264  -1.7674
C  -0.5490  -2.8538  -1.6832
C  -1.5466  -2.4096  -2.7413
C  -0.9022  -2.4056  -4.1289
C  0.3656  -1.5497  -4.1532
C  1.3450  -2.0069  -3.0839
H  -0.9506  -2.7762  -0.6750
H  -0.2427  -3.8885  -1.8493
H  -1.9025  -1.4046  -2.4956
H  -2.4081  -3.0785  -2.7184
H  -1.6136  -2.0341  -4.8660
H  -0.6516  -3.4325  -4.4156
H  0.1086  -0.5009  -3.9771
H  0.8528  -1.6102  -5.1274
H  2.2197  -1.3637  -3.0169
H  1.6847  -3.0258  -3.2813

***

[5]
Density functional theory data (wB97M-V/def2-TZVPD) for the ion C6H14NO with charge -1.

Computed properties:
**Total charge**: -1
**LUMO energy**: 4.02 eV
**Relative energy (zero: lowest compared OMol25 entry of this formula, charge and spin)**: 254.1 kJ/mol
**Kohn-Sham gap**: 5.92 eV

CARTESIAN COORDINATES (ANGSTROEM)
C  -1.1555  0.3989  -0.2343
N  -0.5133  -0.8828  0.3871
C  0.9633  -0.9214  0.0487
C  1.6855  -1.1535  1.4077
C  1.1805  -0.1503  2.5032
O  -0.1491  -0.0250  2.7463
C  -1.3988  0.0951  -1.7427
C  -1.1370  1.4871  -2.4948
H  -2.1890  0.5767  0.1835
H  -0.4278  1.2886  -0.0632
H  -0.6893  -0.4348  1.8410
H  1.0892  -1.9355  -0.4704
H  1.4960  -0.1603  -0.5338
H  1.7343  -2.1539  1.6156
H  2.7586  -0.8488  1.2300
H  1.6401  -0.3708  3.4412
H  1.6551  0.8728  2.2890
H  -0.7304  -0.7162  -2.0587
H  -2.4588  -0.2240  -1.9588
H  -1.9154  2.2634  -2.1566
H  -1.3398  1.4286  -3.6280
H  -0.0984  1.5660  -2.3521

***

[6]
Density functional theory data (wB97M-V/def2-TZVPD) for an isolated molecule of C5H14N2.

Computed properties:
**LUMO energy**: 0.94 eV
**Relative energy (zero: lowest compared OMol25 entry of this formula, charge and spin)**: 244.4 kJ/mol
**SMILES string**: C[C@H](N)CN(C)C
**Kohn-Sham gap**: 8.83 eV

CARTESIAN COORDINATES (ANGSTROEM)
C  -0.9964  -2.1696  0.4570
C  -1.3442  -0.9311  -0.3623
N  -0.5443  -0.9378  -1.5909
C  -0.9388  0.3673  0.3159
N  0.7280  0.6846  -0.0946
C  1.6383  0.3741  0.9939
C  0.9223  2.0399  -0.5772
H  -1.4394  -2.1265  1.4485
H  -1.3396  -3.0598  -0.0671
H  0.0835  -2.2620  0.5660
H  -2.4201  -0.9151  -0.5780
H  -1.0326  -0.3934  -2.3027
H  0.4990  -0.3090  -1.2194
H  -0.8996  0.3666  1.4063
H  -1.4721  1.2157  -0.1114
H  1.4665  1.0181  1.8681
H  2.6770  0.5064  0.6801
H  1.4848  -0.6540  1.3161
H  1.9555  2.1826  -0.9068
H  0.7051  2.7948  0.1913
H  0.2671  2.2080  -1.4328

***

The max |F| results, record by record, are as follows: 1.02, 1.80, 0.42, 0.94, 4.68, 3.76 eV/Å.
The total energy results, record by record, are as follows: -7393.1635, -52687.8936, -196657.1896, -37007.2489, -9983.9904, -8390.0857 eV.